Record 1
Computed, not measured: a cluster of 2 separate species, C24H22N4O in total, with ωB97M-V with the def2-TZVPD basis set.

Geometry (Å):
C 0.03 -0.72 -2.29
C 0.72 0.54 -1.82
C 0.07 1.73 -2.36
N -0.47 2.75 -2.61
C 2.18 0.52 -2.04
C 2.94 -0.65 -2.24
C 4.29 -0.58 -2.56
C 4.92 0.67 -2.65
C 6.33 0.74 -2.93
N 7.49 0.84 -3.12
C 4.19 1.84 -2.44
C 2.85 1.77 -2.09
H 0.45 -1.63 -1.84
H -1.03 -0.66 -2.01
H 0.08 -0.82 -3.39
H 2.45 -1.63 -2.17
H 4.85 -1.50 -2.78
H 4.69 2.80 -2.59
H 2.33 2.71 -1.89
C -2.59 -1.57 2.76
N -3.64 -1.26 1.81
C -4.96 -1.63 2.04
C -5.70 -1.12 1.03
N -4.84 -0.44 0.19
C -5.33 0.32 -0.95
C -3.57 -0.57 0.64
C -2.38 0.12 0.12
C -1.04 -0.29 0.50
C 0.06 0.53 0.28
C 1.10 0.45 1.35
C 1.30 1.48 2.27
C 2.20 1.30 3.33
C 2.91 0.11 3.44
C 2.72 -0.93 2.51
C 1.80 -0.76 1.46
O -2.55 1.10 -0.67
H -1.65 -1.06 2.50
H -2.91 -1.23 3.76
H -2.42 -2.66 2.78
H -5.26 -2.20 2.91
H -6.76 -1.17 0.86
H -4.50 0.87 -1.39
H -5.77 -0.38 -1.66
H -6.10 1.01 -0.60
H -0.90 -1.36 0.76
H -0.15 1.57 -0.02
H 0.76 2.43 2.17
H 2.32 2.08 4.10
H 3.60 -0.07 4.28
H 3.23 -1.88 2.58
H 1.65 -1.50 0.68

**Lowest unoccupied orbital energy**: -0.71 eV
**Total energy**: -1221.8822 Eh
**Maximum force**: 3.8 eV/Å
**Frontier orbital gap**: 6.034 eV

Record 2
Computed, not measured: a structure of composition C24H23AlClP, with ωB97M-V with the def2-TZVPD basis set.

Geometry (Å):
C -2.84 -0.37 4.06
C -2.35 0.51 3.07
C -2.96 0.19 1.83
H -1.70 1.37 3.27
C -3.90 -0.89 2.06
C -3.80 -1.24 3.47
H -4.46 -1.92 3.99
H -2.58 -0.33 5.13
H -2.95 0.83 0.95
H -4.70 -1.19 1.40
Al -2.22 -2.08 2.06
Cl -1.94 -2.44 -0.03
P 0.34 0.01 -0.44
C -0.38 0.94 -1.85
C 0.07 2.21 -2.26
H 0.88 2.71 -1.72
C -0.52 2.82 -3.37
H -0.15 3.80 -3.69
C -1.56 2.20 -4.06
H -2.01 2.69 -4.92
C -2.02 0.95 -3.63
H -2.83 0.46 -4.17
C -1.46 0.33 -2.53
H -1.83 -0.64 -2.18
C 1.44 1.28 0.30
C 0.83 2.17 1.22
H -0.23 2.08 1.44
C 1.60 3.16 1.82
H 1.13 3.85 2.52
C 2.97 3.28 1.52
H 3.56 4.06 2.00
C 3.56 2.39 0.63
H 4.62 2.48 0.39
C 2.81 1.38 0.02
H 3.29 0.68 -0.66
C 1.54 -1.07 -1.30
C 1.90 -0.93 -2.65
H 1.43 -0.16 -3.27
C 2.86 -1.78 -3.21
H 3.13 -1.65 -4.26
C 3.45 -2.78 -2.44
H 4.20 -3.44 -2.89
C 3.08 -2.94 -1.10
H 3.54 -3.72 -0.50
C 2.12 -2.11 -0.53
H 1.82 -2.24 0.51
C -1.74 -3.51 3.31
H -0.79 -4.01 3.10
H -2.53 -4.28 3.29
H -1.72 -3.09 4.33

**Lowest unoccupied orbital energy**: 0.42 eV
**Total energy**: -1972.3746 Eh
**Maximum force**: 1.5 eV/Å
**Frontier orbital gap**: 8.315 eV

Record 3
Computed, not measured: a structure of composition C24H23BCeF13N5O4S3, with ωB97M-V with the def2-TZVPD basis set.

Geometry (Å):
Ce 0.58 0.72 -0.13
F 0.28 -5.06 0.63
C -1.00 -4.67 0.61
F -1.35 -4.34 1.87
F -1.74 -5.74 0.27
C -1.23 -3.52 -0.35
C -2.14 -3.66 -1.37
C -2.38 -2.60 -2.24
C -1.69 -1.43 -2.03
N -0.80 -1.29 -1.04
C -0.54 -2.30 -0.20
S 0.64 -1.95 1.03
H -2.67 -4.60 -1.50
H -3.08 -2.68 -3.06
H -1.83 -0.56 -2.66
N -6.28 -1.23 3.78
C -5.21 -0.54 3.25
C -5.30 0.84 3.00
C -4.22 1.54 2.52
C -3.03 0.88 2.29
C -2.91 -0.49 2.52
C -3.99 -1.19 3.00
S -1.69 1.73 1.59
O -1.80 3.12 1.86
O -0.45 1.04 2.04
N -1.63 1.33 0.03
C -2.34 2.00 -0.97
N -3.37 2.78 -0.66
C -3.95 3.41 -1.67
C -3.52 3.27 -2.98
C -2.46 2.41 -3.19
N -1.86 1.76 -2.19
H -7.19 -0.82 3.65
H -6.27 -2.23 3.66
H -6.24 1.35 3.20
H -4.29 2.61 2.32
H -1.97 -1.00 2.34
H -3.91 -2.26 3.20
H -4.79 4.05 -1.42
H -3.99 3.80 -3.80
H -2.06 2.23 -4.19
F 0.86 2.32 -1.77
B 1.19 3.51 -0.94
F 2.53 3.73 -1.01
F 0.39 4.54 -1.29
F 0.84 2.99 0.38
C 3.36 1.12 -3.20
C 2.94 -0.16 -2.48
O 2.51 0.06 -1.19
C 4.15 -1.12 -2.43
F 3.90 -2.25 -1.76
F 4.59 -1.45 -3.65
F 5.18 -0.51 -1.79
C 1.80 -0.83 -3.28
F 1.46 -2.04 -2.82
F 2.06 -0.94 -4.59
F 0.70 -0.04 -3.15
H 4.03 1.67 -2.54
H 2.49 1.74 -3.38
H 3.85 0.91 -4.14
O 2.37 0.94 1.34
S 3.89 0.79 1.01
C 4.68 1.37 2.52
C 5.05 0.15 3.36
C 5.39 -0.95 2.36
C 4.25 -0.95 1.35
H 3.97 2.05 2.98
H 5.55 1.94 2.21
H 4.20 -0.16 3.97
H 5.88 0.37 4.03
H 5.48 -1.93 2.82
H 6.34 -0.73 1.86
H 3.32 -1.32 1.77
H 4.44 -1.46 0.41

**Lowest unoccupied orbital energy (spin up / spin down)**: -1.71 / -1.71 eV
**Total energy**: -4496.3523 Eh
**Maximum force**: 3.1 eV/Å
**Frontier orbital gap (spin up / spin down)**: 6.424 / 6.423 eV